Computed, not measured: a cluster of 5 separate species, C28H45IN2O6 in total at a distorted geometry, with ωB97M-V with the def2-TZVPD basis set.

```
82
Properties=species:S:1:pos:R:3:forces:R:3:mulliken_charge:R:1
O -2.123 7.629 -1.495 -0.41 0.90 0.88 -0.494
C -1.656 6.748 -2.119 0.52 -1.13 -0.59 -0.032
N -0.477 6.883 -2.984 -0.34 -0.22 -0.14 -0.374
C -0.702 5.865 -4.013 -0.37 -0.27 1.11 -0.209
O -0.310 5.954 -5.126 0.68 0.00 -0.96 -0.487
C -1.537 4.796 -3.387 -0.09 -0.20 -0.13 0.554
C -1.762 3.476 -3.766 -0.30 0.03 -0.53 0.909
C -1.087 2.859 -4.967 -0.06 -0.16 0.51 -1.487
C 0.203 2.153 -4.481 -0.36 -0.09 0.11 -0.634
C -0.029 0.652 -4.266 0.45 0.54 0.34 -0.935
I 0.895 0.013 -2.422 0.08 -0.14 -0.24 0.027
C -2.613 2.711 -2.966 0.29 0.90 0.02 -0.753
C -3.189 3.254 -1.812 -0.07 -0.25 -0.17 0.852
C -4.039 2.359 -0.989 -0.22 -0.13 0.30 0.039
C -3.830 2.281 0.382 0.30 0.33 0.33 -0.753
C -4.578 1.426 1.168 -0.24 -0.11 -0.53 -0.441
C -5.540 0.661 0.527 0.33 0.26 0.17 -0.487
C -5.667 0.790 -0.846 -0.34 -0.21 -0.13 -0.280
N -4.955 1.611 -1.612 0.26 -0.01 0.16 -0.522
C -2.947 4.577 -1.443 0.08 0.01 -0.08 -0.874
C -2.117 5.330 -2.251 -0.22 -0.07 0.12 0.383
H 0.253 6.443 -2.416 0.41 0.59 -0.04 0.355
H -0.880 3.595 -5.733 0.04 0.15 -0.04 0.452
H -1.786 2.126 -5.363 0.05 -0.09 -0.33 0.634
H 1.040 2.338 -5.147 0.07 -0.12 -0.16 0.367
H 0.466 2.585 -3.522 0.18 0.22 0.06 0.429
H 0.407 0.074 -5.067 -0.08 -0.33 -0.01 0.513
H -1.074 0.426 -4.120 -0.14 -0.17 -0.09 0.359
H -2.826 1.689 -3.233 -0.12 -0.16 0.03 0.596
H -3.057 2.888 0.832 0.09 0.04 0.01 0.394
H -4.410 1.349 2.229 0.03 0.02 0.14 0.454
H -6.167 -0.019 1.076 -0.12 -0.16 0.01 0.385
H -6.405 0.179 -1.349 -0.04 0.02 -0.18 0.413
H -3.378 5.006 -0.551 -0.13 0.00 0.06 0.660
C 4.180 7.124 -5.853 0.08 -0.10 -0.09 -1.183
C 3.267 7.893 -6.797 -0.14 0.00 0.40 0.366
C 2.848 9.228 -6.198 -0.03 0.08 -0.10 -1.162
O 2.118 7.114 -7.114 0.14 -0.01 -0.14 -0.511
H 3.659 6.907 -4.915 -0.01 0.08 0.02 0.269
H 4.470 6.171 -6.295 0.01 0.02 -0.03 0.307
H 5.083 7.691 -5.622 -0.01 0.00 0.02 0.368
H 3.783 8.063 -7.743 -0.05 -0.05 -0.06 0.323
H 2.289 9.071 -5.272 0.05 -0.03 0.03 0.270
H 2.196 9.766 -6.886 0.03 -0.01 -0.02 0.308
H 3.714 9.854 -5.977 0.00 -0.01 0.02 0.362
H 1.638 6.947 -6.294 -0.17 -0.03 -0.02 0.309
C -0.525 -1.852 2.417 -0.17 0.12 0.03 -1.216
C -1.537 -2.083 1.306 0.43 -0.07 -0.08 0.453
C -1.265 -3.386 0.568 -0.14 -0.03 -0.07 -1.321
O -1.528 -0.991 0.387 -0.19 0.04 0.09 -0.323
H 0.486 -1.779 2.007 0.01 -0.10 -0.02 0.263
H -0.733 -0.915 2.935 -0.03 -0.02 0.01 0.328
H -0.537 -2.661 3.146 0.07 0.00 0.00 0.345
H -2.543 -2.109 1.729 -0.05 0.08 -0.06 0.259
H -0.277 -3.357 0.099 0.04 0.00 0.07 0.314
H -1.999 -3.538 -0.224 -0.02 0.00 0.03 0.325
H -1.300 -4.241 1.245 0.03 0.00 0.00 0.381
H -0.647 -0.946 -0.003 -0.08 0.04 -0.06 0.142
C 2.674 -3.764 6.679 -0.08 0.12 0.10 -1.376
C 1.678 -3.984 5.551 0.47 -0.10 -0.10 0.443
C 1.943 -5.295 4.829 -0.14 -0.02 -0.09 -1.064
O 1.723 -2.890 4.633 -0.21 0.03 0.08 -0.484
H 3.692 -3.710 6.283 0.00 -0.08 -0.02 0.359
H 2.472 -2.822 7.190 -0.03 -0.02 0.00 0.336
H 2.630 -4.573 7.409 0.02 -0.01 -0.02 0.359
H 0.665 -3.990 5.956 -0.04 0.09 -0.06 0.250
H 2.940 -5.287 4.376 0.04 0.03 0.07 0.359
H 1.223 -5.441 4.022 -0.02 0.01 0.02 0.253
H 1.878 -6.143 5.512 -0.02 0.05 -0.03 0.298
H 2.610 -2.858 4.258 0.02 -0.01 0.00 0.317
C 2.582 -10.503 7.060 0.00 0.05 0.16 -1.237
C 1.595 -9.501 6.481 0.30 -0.20 -0.27 0.340
C 1.173 -9.887 5.071 -0.13 0.11 -0.02 -1.263
O 2.164 -8.190 6.482 -0.14 -0.01 0.17 -0.521
H 3.490 -10.538 6.452 -0.04 -0.04 -0.07 0.332
H 2.875 -10.211 8.069 -0.04 0.00 0.01 0.323
H 2.154 -11.505 7.098 0.01 0.00 -0.02 0.372
H 0.716 -9.443 7.122 0.01 0.11 0.03 0.243
H 2.040 -9.904 4.405 0.03 -0.07 0.04 0.333
H 0.467 -9.159 4.670 -0.02 -0.01 0.03 0.311
H 0.706 -10.872 5.053 0.02 -0.01 -0.01 0.397
H 2.948 -8.209 5.922 0.02 -0.02 0.00 0.331
```
Positions in Å, forces in eV/Å.

The value obtained for the gap between HOMO and LUMO is 0.3296 hartree. The value obtained for the lowest unoccupied orbital energy is -0.4 eV. The total energy is -1952.5539 Eh. The maximum force is 0.027 Eh/bohr. The SMILES is O=C1NC(=O)c2c(CCCI)cc(-c3ccccn3)cc21.CC(C)O.CC(C)O.CC(C)O.CC(C)O. The value obtained for the HOMO energy is -0.344 Ha. As for the multiplicity: 1.